No. 1
# C25H27O7S2

A cluster of 2 separate species, C25H27O7S2 in total at a distorted geometry (wB97M-V/def2-TZVPD, OMol25).

Values from the calculation:
Max |F| (hartree/bohr): 0.064
Frontier orbital gap (eV): 5.1215
Charge: -1
DFT total energy (Eh): -2291.81382

CARTESIAN COORDINATES (ANGSTROEM)
C1 3.183 -2.895 1.877
C2 2.610 -1.569 1.466
O1 1.168 -1.727 1.446
C3 0.439 -0.640 1.823
C4 -0.952 -1.027 1.881
C5 -2.122 -0.441 1.307
O2 -2.200 -0.076 0.119
C6 -3.393 -0.381 2.191
C7 -4.497 -1.340 1.747
C8 -4.164 -2.819 1.897
C9 -2.895 -3.326 1.194
C10 -1.662 -3.500 2.081
C11 -1.156 -2.215 2.757
O3 0.931 0.424 2.213
H1 4.261 -2.858 1.720
H2 2.987 -3.054 2.943
H3 2.748 -3.713 1.292
H4 2.854 -0.767 2.174
H5 2.914 -1.315 0.441
H6 -3.153 -0.535 3.251
H7 -3.790 0.642 2.117
H8 -5.393 -1.137 2.351
H9 -4.758 -1.120 0.704
H10 -4.140 -3.079 2.962
H11 -5.002 -3.378 1.464
H12 -3.115 -4.322 0.788
H13 -2.657 -2.693 0.328
H14 -1.847 -4.211 2.902
H15 -0.856 -3.925 1.461
H16 -0.204 -2.456 3.246
H17 -1.865 -1.935 3.547
C12 2.136 1.235 -6.207
C13 1.162 1.531 -5.253
C14 1.357 1.102 -3.942
C15 2.546 0.508 -3.567
C16 3.549 0.244 -4.498
C17 3.322 0.590 -5.831
S1 2.727 0.206 -1.811
O4 2.796 -1.235 -1.677
O5 3.751 1.064 -1.249
C18 1.150 0.809 -1.205
C19 1.180 1.332 0.050
C20 0.519 2.562 0.393
C21 -0.856 2.696 0.185
C22 -1.519 3.842 0.626
C23 -0.790 4.963 1.040
C24 0.607 4.875 1.150
C25 1.250 3.666 0.888
S2 0.298 1.606 -2.576
O6 0.455 3.040 -2.462
O7 -0.989 0.985 -2.774
H18 1.944 1.483 -7.249
H19 0.259 2.089 -5.487
H20 4.476 -0.217 -4.158
H21 4.060 0.320 -6.583
H22 2.122 1.161 0.553
H23 -1.411 1.877 -0.282
H24 -2.612 3.859 0.582
H25 -1.306 5.891 1.288
H26 1.205 5.751 1.416
H27 2.340 3.556 0.952

So, what does the natural (NBO) scheme give us? The charges, in e, come out as: -0.618 -0.104 -0.532 0.800 -0.477 0.534 -0.712 -0.491 -0.385 -0.398 -0.418 -0.386 -0.385 -0.678 0.198 0.200 0.214 0.195 0.197 0.192 0.212 0.182 0.204 0.184 0.190 0.189 0.233 0.170 0.199 0.199 0.177 -0.199 -0.207 -0.193 -0.323 -0.172 -0.203 2.162 -0.923 -0.924 -0.670 0.038 -0.096 -0.171 -0.199 -0.214 -0.232 -0.166 2.150 -0.915 -0.894 0.218 0.238 0.235 0.217 0.255 0.275 0.211 0.202 0.204 0.210

***

No. 2
# C25H28AlN3O2S2Se2Te

A structure of composition C25H28AlN3O2S2Se2Te (wB97M-V/def2-TZVPD, OMol25).

Values from the calculation:
Max |F| (hartree/bohr): 0.009
Energy relative to the best compared isomer or geometry (same formula, charge and spin) (kcal per mole): 0.0
Frontier orbital gap (eV): 7.1113
Charge: +2
DFT total energy (Eh): -7393.45228

CARTESIAN COORDINATES (ANGSTROEM)
Al1 0.687 0.934 0.093
C1 0.048 -0.180 3.558
Se1 0.953 1.216 2.540
C2 -0.395 2.614 2.788
C3 -0.045 3.862 2.009
Se2 0.125 3.541 0.081
C4 1.790 4.507 -0.193
H1 -0.931 -0.370 3.142
H2 -0.013 0.197 4.576
H3 0.673 -1.062 3.502
H4 -0.394 2.832 3.857
H5 -1.371 2.210 2.521
H6 0.901 4.287 2.341
H7 -0.825 4.613 2.133
H8 2.611 4.058 0.360
H9 1.613 5.528 0.134
H10 1.984 4.510 -1.261
N1 4.374 -6.483 -1.587
C5 3.740 -5.443 -1.007
C6 2.366 -5.222 -1.239
C7 1.725 -4.158 -0.657
C8 2.435 -3.284 0.171
C9 3.793 -3.494 0.420
C10 4.438 -4.559 -0.162
S1 1.631 -1.931 0.862
O1 0.260 -2.218 1.198
O2 2.471 -1.318 1.864
N2 1.441 -0.812 -0.347
C11 2.502 -0.180 -0.928
S2 3.928 -0.717 -1.674
C12 4.301 0.926 -2.079
C13 3.349 1.772 -1.648
N3 2.314 1.140 -0.976
H11 3.866 -7.163 -2.125
H12 5.328 -6.697 -1.360
H13 1.816 -5.910 -1.866
H14 0.665 -4.009 -0.820
H15 4.327 -2.833 1.090
H16 5.485 -4.735 0.045
H17 5.207 1.171 -2.607
H18 3.351 2.838 -1.783
Te1 -1.425 0.325 -1.473
C14 -2.548 2.098 -1.483
C15 -3.242 2.491 -0.342
C16 -3.962 3.674 -0.360
C17 -3.981 4.458 -1.509
C18 -3.296 4.055 -2.643
C19 -2.577 2.864 -2.639
C20 -2.811 -0.856 -0.447
C21 -3.866 -1.348 -1.208
C22 -4.885 -2.040 -0.567
C23 -4.839 -2.238 0.804
C24 -3.770 -1.761 1.548
C25 -2.749 -1.061 0.923
H19 -3.251 1.865 0.544
H20 -4.519 3.981 0.514
H21 -4.548 5.379 -1.522
H22 -3.327 4.656 -3.541
H23 -2.053 2.549 -3.533
H24 -3.902 -1.205 -2.280
H25 -5.710 -2.430 -1.146
H26 -5.638 -2.777 1.295
H27 -3.727 -1.940 2.614
H28 -1.896 -0.717 1.487

So, what does the natural (NBO) scheme give us? The charges, in e, come out as: 1.227 -0.727 0.456 -0.575 -0.562 0.423 -0.767 0.229 0.250 0.284 0.265 0.236 0.248 0.266 0.237 0.260 0.246 -0.753 0.241 -0.290 -0.069 -0.514 -0.138 -0.272 2.341 -0.947 -0.958 -1.099 0.229 0.560 -0.407 -0.033 -0.710 0.407 0.407 0.230 0.230 0.248 0.230 0.277 0.235 0.813 -0.310 -0.201 -0.199 -0.181 -0.182 -0.238 -0.295 -0.225 -0.181 -0.170 -0.203 -0.158 0.210 0.233 0.240 0.240 0.231 0.233 0.241 0.240 0.230 0.191

***

No. 3
# C25H28BCaN8O5SSe

A structure of composition C25H28BCaN8O5SSe at a distorted geometry (wB97M-V/def2-TZVPD, OMol25).

Values from the calculation:
Max |F| (hartree/bohr): 0.026
Energy relative to the best compared isomer or geometry (same formula, charge and spin) (kcal per mole): 6.3
Frontier orbital gap (eV): 4.4374
Charge: -1
DFT total energy (Eh): -5286.02875

CARTESIAN COORDINATES (ANGSTROEM)
Ca1 -0.419 -1.483 0.008
O1 -7.867 1.218 1.445
N1 -6.937 1.438 0.694
O2 -7.005 2.196 -0.251
C1 -5.684 0.673 0.898
C2 -5.783 -0.360 1.760
C3 -4.661 -1.200 2.011
C4 -4.725 -2.289 2.900
C5 -3.613 -3.061 3.094
C6 -2.453 -2.753 2.366
N2 -2.380 -1.744 1.523
C7 -3.454 -0.950 1.351
C8 -3.335 0.201 0.473
N3 -2.111 0.443 -0.050
C9 -1.960 1.475 -0.855
C10 -3.019 2.335 -1.172
C11 -4.260 2.118 -0.643
C12 -4.457 1.019 0.219
H1 -6.722 -0.557 2.254
H2 -5.652 -2.498 3.422
H3 -3.609 -3.899 3.775
H4 -1.554 -3.354 2.471
H5 -0.956 1.623 -1.254
H6 -2.839 3.168 -1.838
H7 -5.076 2.777 -0.881
C13 1.885 -4.879 0.429
S1 0.891 -3.946 -0.688
O3 1.490 -2.595 -0.734
O4 0.864 -4.641 -1.948
O5 -0.431 -3.790 -0.030
H8 2.878 -4.969 -0.008
H9 1.429 -5.862 0.536
H10 1.932 -4.368 1.390
B1 1.629 -2.871 3.677
C14 1.099 -1.714 2.728
N4 0.635 -0.925 2.022
H11 2.742 -3.190 3.315
H12 1.622 -2.455 4.816
H13 0.841 -3.795 3.545
N5 2.110 -1.336 -5.601
C15 1.502 -1.579 -4.416
N6 2.270 -1.929 -3.381
N7 0.190 -1.474 -4.403
C16 -0.455 -1.508 -3.270
N8 -1.131 -1.483 -2.324
H14 3.102 -1.413 -5.711
H15 1.538 -1.032 -6.364
H16 3.243 -1.675 -3.399
H17 1.863 -2.000 -2.451
C17 4.722 5.382 1.288
C18 3.934 4.308 0.585
C19 3.120 4.597 -0.500
C20 2.378 3.612 -1.151
C21 1.521 4.013 -2.320
C22 2.442 2.277 -0.712
Se1 1.431 0.918 -1.594
C23 3.275 1.972 0.380
C24 3.391 0.567 0.905
C25 3.996 2.984 1.004
H18 4.585 6.350 0.803
H19 5.793 5.161 1.289
H20 4.415 5.488 2.332
H21 3.053 5.622 -0.855
H22 1.577 5.092 -2.487
H23 0.479 3.727 -2.161
H24 1.826 3.492 -3.230
H25 3.338 -0.161 0.096
H26 2.560 0.328 1.575
H27 4.325 0.439 1.456
H28 4.631 2.722 1.847

So, what does the Löwdin scheme give us? The charges, in e, come out as: 1.190 0.066 -0.337 0.072 -0.066 0.062 -0.132 0.000 -0.022 -0.083 0.050 -0.131 -0.130 0.056 -0.122 -0.017 0.006 -0.061 0.128 0.120 0.110 0.111 -0.004 0.111 0.100 -0.129 0.384 -0.508 -0.315 -0.475 0.071 0.070 0.028 -0.443 -0.247 -0.004 -0.001 -0.007 -0.005 0.158 -0.515 0.189 0.121 -0.370 0.069 0.098 0.101 0.112 0.023 -0.074 -0.298 -0.044 -0.319 -0.115 -0.562 0.627 -0.302 -0.096 -0.036 0.063 0.070 0.072 0.100 0.063 0.046 0.059 0.033 0.046 0.072 0.111

***

No. 4
# C25H28BHfN7O2

A structure of composition C25H28BHfN7O2 at a distorted geometry (wB97M-V/def2-TZVPD, OMol25).

Values from the calculation:
Max |F| (hartree/bohr): 0.068
Frontier orbital gap (eV): 3.1336
Charge: +2
DFT total energy (Eh): -1575.54887

CARTESIAN COORDINATES (ANGSTROEM)
H1 -2.352 -2.895 1.246
N1 -1.308 -2.597 -0.641
B1 -0.148 -3.062 -2.939
N2 -0.759 -3.457 -1.554
C1 -1.113 -4.709 -1.221
Hf1 -2.045 -0.720 -0.638
H2 -0.824 -5.525 -1.864
C2 -1.853 -4.678 -0.045
H3 -2.284 -5.532 0.457
C3 -1.954 -3.352 0.343
H4 -0.557 -3.893 -3.751
C4 3.731 1.049 -0.729
H5 3.242 2.002 -0.959
H6 3.053 0.437 -0.125
H7 3.920 0.518 -1.668
N3 1.428 -3.217 -3.027
N4 -0.736 -1.680 -3.372
N5 2.329 -2.354 -2.428
N6 -1.285 -0.753 -2.524
C5 2.100 -4.190 -3.706
C6 -1.119 -1.390 -4.626
H8 1.558 -4.952 -4.254
H9 -0.841 -2.052 -5.440
C7 3.469 -3.970 -3.546
C8 -1.892 -0.239 -4.617
C9 3.558 -2.805 -2.737
C10 -1.989 0.175 -3.294
H10 4.271 -4.553 -3.953
H11 -2.361 0.226 -5.468
H12 4.474 -2.329 -2.404
H13 -2.430 1.058 -2.849
H14 4.614 1.215 -0.224
C11 -3.539 3.688 2.904
C12 -2.467 3.643 1.856
C13 -2.794 3.835 0.516
C14 -1.826 3.764 -0.484
C15 -0.526 3.416 -0.150
C16 -0.232 3.076 1.177
N7 1.019 2.508 1.433
C17 1.334 1.430 2.259
C18 2.612 1.349 2.839
C19 2.902 0.349 3.762
C20 1.965 -0.647 4.067
C21 0.727 -0.635 3.432
C22 0.416 0.409 2.572
C23 -0.888 0.365 1.896
O1 -1.983 0.407 2.464
O2 -0.788 0.215 0.564
C24 -1.149 3.338 2.213
C25 -0.755 3.207 3.646
H15 -3.675 2.712 3.390
H16 -3.315 4.416 3.691
H17 -4.495 3.971 2.458
H18 -3.827 4.074 0.271
H19 -2.084 3.956 -1.524
H20 0.260 3.319 -0.907
H21 1.807 2.911 0.926
H22 3.353 2.114 2.583
H23 3.881 0.339 4.243
H24 2.193 -1.436 4.783
H25 -0.037 -1.396 3.596
H26 -1.012 2.211 4.034
H27 0.318 3.378 3.792
H28 -1.291 3.941 4.256

So, what does the natural (NBO) scheme give us? The charges, in e, come out as: 0.263 -0.545 0.536 -0.245 0.117 2.643 0.280 -0.259 0.287 -0.066 -0.013 -0.845 0.195 0.205 0.225 -0.390 -0.244 -0.314 -0.541 -0.031 0.117 0.222 0.283 -0.329 -0.258 -0.025 -0.065 0.248 0.286 0.227 0.258 0.220 -0.645 -0.002 -0.247 -0.235 -0.247 0.120 -0.608 0.209 -0.231 -0.147 -0.232 -0.164 -0.204 0.798 -0.561 -0.839 0.052 -0.673 0.229 0.239 0.225 0.224 0.220 0.222 0.415 0.234 0.242 0.240 0.216 0.233 0.235 0.242